# 1
The following is a quantum chemistry calculation of a structure of composition C13H12IN3O2SV, from OMol25.

CARTESIAN COORDINATES (ANGSTROEM)
V -2.068 0.410 -2.015
O 4.303 -0.491 0.043
C 4.044 -0.487 -1.336
C 2.566 -0.337 -1.539
C 2.038 -0.264 -2.829
C 0.684 -0.117 -2.994
N -0.151 -0.066 -1.936
C 0.347 -0.157 -0.678
C 1.697 -0.273 -0.450
C -0.684 -0.138 0.386
C -0.430 -0.244 1.729
C -1.498 -0.263 2.633
C -1.201 -0.369 4.110
O -0.057 -1.158 4.334
C -2.793 -0.176 2.138
C -2.990 -0.046 0.780
N -1.958 -0.024 -0.079
H 5.244 -0.629 0.199
H 4.352 -1.421 -1.824
H 4.544 0.339 -1.854
H 2.677 -0.314 -3.700
H 0.229 -0.039 -3.973
H 2.103 -0.330 0.549
H 0.579 -0.350 2.101
H -2.081 -0.719 4.652
H -0.983 0.640 4.473
H -0.315 -2.047 4.598
H -3.653 -0.205 2.794
H -3.979 0.036 0.348
S -2.620 4.800 -2.688
C -2.367 3.340 -2.387
N -2.153 2.143 -2.140
I -3.428 -1.044 -3.444

Computed properties:
E_tot = -66850.2963 eV
orbital gap (alpha / beta) = 6.915 / 7.760 eV
charge = +2
energy above the lowest of the compared OMol25 structures with the same formula, charge and spin = 0.00 kcal per mole
molar mass = 452.173 g/mol
2S+1 = 2
LUMO energy (alpha / beta) = -0.3373 / -0.3066 hartree

# 2
The following is a quantum chemistry calculation of a structure of composition C13H12N3NiS2, from OMol25.

CARTESIAN COORDINATES (ANGSTROEM)
Ni -0.233 0.732 0.252
S -1.839 2.026 -0.412
C -2.726 2.340 1.055
C -3.951 3.074 0.917
N -4.932 3.660 0.774
C -2.276 1.949 2.273
S -0.804 1.052 2.472
C -3.011 2.270 3.464
N -3.578 2.518 4.436
C 2.462 0.798 -0.563
N 1.680 0.122 0.483
C 2.267 0.419 1.793
C 1.655 -1.326 0.214
C 0.704 -1.575 -0.927
C 0.796 -2.720 -1.710
C -0.151 -2.958 -2.698
C -1.182 -2.045 -2.882
C -1.258 -0.898 -2.096
C -0.314 -0.626 -1.109
H 3.508 0.463 -0.530
H 2.424 1.875 -0.404
H 2.037 0.572 -1.537
H 3.292 0.030 1.850
H 1.662 -0.028 2.578
H 2.278 1.495 1.947
H 1.313 -1.824 1.124
H 2.669 -1.689 -0.011
H 1.603 -3.430 -1.547
H -0.088 -3.848 -3.313
H -1.933 -2.227 -3.643
H -2.074 -0.201 -2.250

Computed properties:
E_tot = -80861.4939 eV
orbital gap (alpha / beta) = 6.823 / 6.897 eV
charge = -1
energy above the lowest of the compared OMol25 structures with the same formula, charge and spin = 7.14 kcal per mole
molar mass = 333.087 g/mol
2S+1 = 1
LUMO energy (alpha / beta) = 0.1013 / 0.1016 hartree

# 3
The following is a quantum chemistry calculation of the ion C13H12NO2 with charge +1, from OMol25.

CARTESIAN COORDINATES (ANGSTROEM)
C -0.562 -2.379 3.608
C -0.653 -2.158 2.307
C -0.528 -1.725 0.766
C -1.828 -1.135 0.019
N -1.515 -1.279 -1.298
C -0.216 -1.921 -1.686
O 0.949 -1.101 -1.958
C 0.602 0.264 -2.280
O 0.255 0.701 -3.420
C 0.721 1.341 -1.073
C 2.138 1.798 -0.502
C 2.179 2.815 0.703
C 0.815 3.358 1.321
C -0.606 2.952 0.748
C -0.614 1.928 -0.463
C 0.070 -2.769 -0.310
H -0.209 -2.675 4.674
H 0.176 -0.795 0.780
H -2.781 -0.651 0.475
H -2.288 -0.896 -1.894
H -0.464 -2.608 -2.577
H 3.111 1.394 -0.958
H 3.193 3.170 1.140
H 0.818 4.084 2.230
H -1.610 3.325 1.166
H -1.609 1.568 -0.940
H -0.731 -3.596 -0.369
H 1.170 -3.065 -0.174

Computed properties:
E_tot = -19243.1971 eV
orbital gap = 6.685 eV
charge = +1
energy above the lowest of the compared OMol25 structures with the same formula, charge and spin = 260.89 kcal per mole
molar mass = 214.244 g/mol
2S+1 = 1
SMILES string = C#C[C@@H]1C=[NH+][C@@H](OC(=O)c2ccccc2)C1
LUMO energy = -0.2009 hartree

# 4
The following is a quantum chemistry calculation of a structure of composition C13H12O5PSr, from OMol25.

CARTESIAN COORDINATES (ANGSTROEM)
O 0.301 2.738 -4.929
C 0.298 1.971 -4.082
Sr 0.340 0.235 -2.043
O 0.297 3.504 0.029
C 0.360 2.581 -0.656
C 0.346 -1.281 -4.235
O 0.259 -2.339 -3.662
C 3.033 0.401 -2.582
O 4.169 0.368 -2.756
C -2.446 0.395 -2.574
O -3.581 0.376 -2.762
H 0.420 -1.278 -5.365
C 2.244 -0.655 0.783
P 0.679 -1.657 0.988
C -0.684 -2.329 -0.163
C -0.305 -0.452 1.903
C -1.286 0.494 1.472
C -1.867 1.335 2.420
C -1.480 1.212 3.766
C -0.498 0.300 4.195
C 0.091 -0.542 3.263
H 2.805 -0.944 -0.118
H 2.886 -0.839 1.665
H 2.046 0.429 0.771
H -1.185 -3.167 0.358
H -1.462 -1.575 -0.377
H -0.283 -2.726 -1.111
H -1.601 0.589 0.414
H -2.621 2.070 2.108
H -1.961 1.833 4.505
H -0.189 0.209 5.239
H 0.876 -1.258 3.537

Computed properties:
E_tot = -34027.7845 eV
orbital gap = 5.555 eV
charge = +1
energy above the lowest of the compared OMol25 structures with the same formula, charge and spin = 28.92 kcal per mole
molar mass = 366.828 g/mol
2S+1 = 1
LUMO energy = -0.1630 hartree

# 5
The following is a quantum chemistry calculation of a structure of composition C13H13AuN2O2, from OMol25.

CARTESIAN COORDINATES (ANGSTROEM)
Au -0.543 0.736 0.417
C 3.040 1.310 -1.062
C 2.327 1.374 0.256
C 1.189 2.203 0.423
C 0.545 2.313 1.693
C 1.042 1.584 2.787
C 2.172 0.808 2.618
C 2.801 0.706 1.375
H 3.950 1.911 -1.026
H 2.423 1.693 -1.874
H 3.332 0.289 -1.304
H 0.905 2.882 -0.375
H -0.222 3.065 1.833
H 0.576 1.687 3.758
H 2.589 0.279 3.465
H 3.697 0.105 1.287
O -3.145 -0.090 -0.104
N -3.688 -1.045 -0.133
N -2.128 -2.326 -0.034
O -1.129 -1.663 0.098
C -2.145 -3.679 -0.111
C -0.953 -4.442 -0.031
C -1.055 -5.802 -0.128
C -2.316 -6.398 -0.301
C -3.490 -5.645 -0.388
C -3.416 -4.278 -0.290
H -0.002 -3.946 0.104
H -0.170 -6.420 -0.072
H -2.381 -7.477 -0.366
H -4.442 -6.137 -0.529
H -4.308 -3.668 -0.347

Computed properties:
E_tot = -24437.4539 eV
orbital gap = 5.720 eV
charge = +2
energy above the lowest of the compared OMol25 structures with the same formula, charge and spin = 0.00 kcal per mole
molar mass = 426.226 g/mol
2S+1 = 1
LUMO energy = -0.3532 hartree

# 6
The following is a quantum chemistry calculation of a cluster of 2 separate species, C13H13ClO2P in total, from OMol25.

CARTESIAN COORDINATES (ANGSTROEM)
C -3.212 -2.844 0.504
C -1.867 -2.590 -0.318
P -1.896 -0.745 -0.778
C -2.184 -0.563 -2.623
C -0.183 -0.135 -0.290
C 0.978 -1.034 -0.181
C 2.312 -0.605 0.236
C 2.484 0.812 0.549
C 1.348 1.722 0.416
C 0.010 1.287 -0.002
C 1.532 3.240 0.718
O 0.753 4.027 0.224
C 2.720 3.652 1.617
C 3.754 2.789 1.732
C 3.837 1.411 1.022
O 4.891 0.846 0.829
H -3.103 -2.271 1.461
H -4.086 -2.426 -0.122
H -3.301 -3.952 0.683
H -1.022 -2.810 0.395
H -1.780 -3.223 -1.239
H -1.350 -0.029 -3.145
H -3.121 0.039 -2.787
H -2.383 -1.582 -3.060
H 0.868 -2.121 -0.423
H 3.138 -1.344 0.328
H -0.833 2.006 -0.102
H 2.659 4.630 2.145
H 4.621 3.085 2.373
Cl -5.581 -1.273 -0.163

Computed properties:
E_tot = -39597.5814 eV
orbital gap = 4.615 eV
charge = -1
molar mass = 267.672 g/mol
2S+1 = 1
LUMO energy = 0.0341 hartree